The following is a quantum chemistry calculation of the molecule C20H28N2O4 in a non-equilibrium geometry, from the OMol25 dataset.

```
54
C20H28N2O4 ωB97M-V/def2-TZVPD
C 3.67892 1.40077 4.02014
C 4.12766 0.28749 3.07862
O 3.12295 -0.68126 2.84869
C 2.04826 -0.37990 2.05382
C 1.96992 0.77164 1.29025
C 0.90069 1.00182 0.42845
C 0.92933 2.27763 -0.31936
O 1.53845 3.25775 0.07241
N 0.25084 2.36489 -1.50590
N -0.35752 1.35046 -2.13870
C -0.89191 1.53469 -3.26836
C -1.56675 0.40625 -3.97305
C -0.83462 0.15521 -5.31195
C -1.22411 1.18257 -6.32481
C -2.51354 1.42800 -6.49961
C -3.48914 0.67077 -5.65663
C -3.05995 0.73928 -4.18325
C -0.13144 0.08150 0.37298
C -0.09512 -1.06601 1.15599
O -1.15117 -1.91976 0.97908
C -1.79404 -2.48339 2.11111
C -2.38315 -1.41666 3.02862
C 1.00208 -1.32702 1.99970
O 0.99443 -2.53111 2.64605
C 1.61646 -2.70969 3.90854
C 1.04349 -1.79847 4.98774
H 3.35660 0.97772 4.96898
H 4.50848 2.07830 4.20170
H 2.85384 1.96439 3.59187
H 4.93904 -0.28364 3.53967
H 4.49385 0.69976 2.13150
H 2.74774 1.51659 1.31635
H 0.31003 3.27905 -1.96595
H -0.88387 2.50656 -3.77765
H -1.45929 -0.48133 -3.34547
H -1.12528 -0.83527 -5.67465
H 0.24187 0.14584 -5.13954
H -0.45176 1.69401 -6.87819
H -2.87940 2.15720 -7.20540
H -4.49961 1.06570 -5.76352
H -3.50138 -0.37727 -5.97193
H -3.67596 0.06036 -3.59342
H -3.25365 1.75180 -3.82123
H -0.98627 0.23037 -0.26313
H -1.11177 -3.13312 2.66649
H -2.59152 -3.09460 1.67987
H -1.59370 -0.78394 3.42924
H -3.07751 -0.78808 2.47580
H -2.91205 -1.88824 3.85278
H 2.69798 -2.57585 3.83201
H 1.40534 -3.75644 4.14839
H 1.21799 -0.75557 4.73428
H 1.52658 -2.01282 5.93714
H -0.02731 -1.95892 5.09340
```

The value obtained for the HOMO energy is -8.2 eV. The SMILES is CCOc1cc(C(=O)N/N=C/[C@@H]2CC=CCC2)cc(OCC)c1OCC. The value obtained for the HOMO-LUMO gap is 9.1 eV. As for the energy above the lowest of the compared OMol25 structures with the same formula, charge and spin: 113.0 kcal per mole.

Atomic partial charges in e from the natural (NBO) method, atoms 1 to 2:
1 C -0.64
2 C -0.06

=====

The following is a quantum chemistry calculation of the molecule C20H28N2O4 in a non-equilibrium geometry, from the OMol25 dataset.

```
54
C20H28N2O4 ωB97M-V/def2-TZVPD
C 5.28905 -2.72657 0.42358
O 4.47218 -1.37905 0.35933
C 3.46118 -1.37963 -0.30054
C 3.06518 -2.32932 -0.92916
C 1.82985 -2.39344 -1.72794
C 1.15027 -1.31165 -1.68338
C -0.19344 -1.02582 -2.51691
C 0.11369 -0.00775 -3.70907
C -0.88807 -2.18498 -2.91936
N -1.17624 -0.35790 -1.42055
C -1.40140 0.87187 -1.19807
O -1.02912 2.04911 -1.82822
C -2.40211 0.97467 -0.07884
C -3.31770 2.38588 -0.12483
C -3.29883 3.31410 1.01721
C -3.40024 2.11038 2.29990
O -4.18325 2.04850 3.25562
N -2.32235 1.06996 2.26933
C -2.22666 0.38694 3.36226
C -1.75165 -1.01010 3.26117
C -0.91379 -0.18036 3.90684
C -1.40034 1.25644 1.19155
C 1.68671 0.04893 -1.09795
C 2.87363 -0.12178 -0.39435
O 3.36698 0.82113 0.45668
C 2.73127 2.03447 0.21097
H 5.58120 -2.87735 -0.54504
H 6.09123 -2.30689 1.02700
H 4.72471 -3.56426 0.93301
H 3.44158 -3.36430 -1.15162
H 1.38189 -3.10839 -2.39202
H 0.51315 0.96024 -3.26453
H 0.82796 -0.37374 -4.50332
H -1.00472 0.32255 -4.12401
H -1.88869 -1.93986 -3.29249
H -0.24611 -2.50319 -3.92156
H -0.90881 -2.99687 -2.35852
H -1.64641 -1.29641 -1.11709
H -3.08281 0.07960 0.17762
H -2.75486 3.00669 -0.71366
H -4.32591 2.10849 -0.59843
H -2.43102 3.61181 1.33141
H -4.27020 3.64898 1.30050
H -3.05303 0.32505 4.22884
H -1.73615 -1.47122 2.10581
H -2.30246 -1.67677 3.85456
H -0.62275 -0.26682 5.09739
H 0.07369 0.08746 3.43127
H -0.82222 0.31035 1.24051
H -0.84930 1.96746 0.98827
H 1.17852 1.00134 -1.06818
H 1.85575 2.08268 0.71504
H 2.79833 2.59731 -0.42938
H 3.34261 2.67206 0.96341
```

The value obtained for the HOMO energy is -7.7 eV. The SMILES is COc1ccc(C(C)(C)NC(=O)[C@@H]2CCC(=O)N(C3CC3)C2)cc1OC. The value obtained for the HOMO-LUMO gap is 8.1 eV. As for the energy above the lowest of the compared OMol25 structures with the same formula, charge and spin: 441.1 kcal per mole.

Atomic partial charges in e from the natural (NBO) method, atoms 1 to 2:
1 C -0.26
2 O -0.47

=====

The following is a quantum chemistry calculation of a cluster of 2 separate species, C20H28N2O4 in total in a non-equilibrium geometry, from the OMol25 dataset.

```
54
C20H28N2O4 ωB97M-V/def2-TZVPD
C 3.50584 -4.61482 -1.11720
N 2.33257 -4.40593 -0.29484
C 1.52693 -5.61202 -0.19211
C 1.79527 -3.11652 -0.16479
C 0.66091 -2.70913 -0.90541
C 0.10924 -1.44294 -0.70299
C 0.64518 -0.59622 0.31147
C -0.01638 0.62355 0.82814
C -1.42298 0.64421 0.81164
C -2.00169 1.81937 1.49377
O -1.35111 2.72426 1.98472
O -3.36067 1.87862 1.64049
C -4.09738 0.93377 0.83393
C -5.54380 1.04858 1.30024
C -3.98606 1.25962 -0.64862
O -3.64045 -0.37914 1.12550
C -2.28553 -0.58468 1.00705
O -1.88444 -1.70992 1.19679
C 1.81356 -0.97640 0.99569
C 2.38361 -2.21746 0.76833
H 4.09340 -3.69091 -1.18604
H 4.10540 -5.41688 -0.65940
H 3.20150 -4.93060 -2.13485
H 0.70344 -5.48252 0.51877
H 1.11929 -5.92180 -1.17013
H 2.17449 -6.42461 0.16730
H 0.21138 -3.41684 -1.62205
H -0.74337 -1.11820 -1.31698
H 0.36754 0.98027 1.83935
H -5.60712 0.81940 2.36671
H -5.87621 2.07739 1.13454
H -6.16538 0.34958 0.73467
H -2.95509 1.17748 -1.02238
H -4.62629 0.55435 -1.20030
H -4.34607 2.28811 -0.80044
H 2.21438 -0.27867 1.74099
H 3.24123 -2.53202 1.36789
C 1.60174 2.88551 1.45512
N 1.03467 2.25643 0.22844
C 0.26767 3.37815 -0.44633
C 0.65776 3.33627 -1.91938
C 1.94805 2.46926 -2.02052
C 2.24752 1.93105 -0.62377
H 2.31814 2.18186 1.89791
H 2.14630 3.81721 1.17545
H 0.75996 3.12591 2.11098
H -0.80901 3.28621 -0.22756
H 0.61154 4.35865 -0.01811
H -0.15487 2.91334 -2.52663
H 0.84583 4.36863 -2.25076
H 1.82709 1.65155 -2.74489
H 2.80029 3.09526 -2.32885
H 3.12707 2.48542 -0.22074
H 2.47509 0.85890 -0.56980
```

The value obtained for the HOMO energy is -7.8 eV. The SMILES is CN(C)c1ccc(C=C2C(=O)OC(C)(C)OC2=O)cc1.CN1CCCC1. The value obtained for the HOMO-LUMO gap is 7.9 eV. As for the energy above the lowest of the compared OMol25 structures with the same formula, charge and spin: 116.2 kcal per mole.

Atomic partial charges in e from the natural (NBO) method, atoms 1 to 2:
1 C -0.39
2 N -0.48

=====

The following is a quantum chemistry calculation of a structure of composition C20H28N4O3S2 in a non-equilibrium geometry, from the OMol25 dataset.

```
57
C20H28N4O3S2 ωB97M-V/def2-TZVPD
O -1.61510 -2.52953 -0.08061
C -1.70962 -1.31688 -0.08880
N -2.88791 -0.66907 -0.01337
H -2.89699 0.33655 -0.00090
C -4.16187 -1.34255 0.11795
C -5.12130 -0.91815 -0.99841
C -5.58602 0.52716 -0.83312
C -6.22611 0.73266 0.53642
C -5.24636 0.36412 1.64633
C -4.78505 -1.08316 1.49448
H -5.64221 -1.74793 1.61559
H -4.05587 -1.32954 2.26842
H -5.72335 0.49290 2.61993
H -4.38522 1.03579 1.61462
H -6.54315 1.77172 0.64777
H -7.11408 0.10171 0.61650
H -6.30495 0.76853 -1.61871
H -4.73967 1.20885 -0.94739
H -5.99035 -1.57799 -0.97417
H -4.62842 -1.04644 -1.96406
H -3.93210 -2.40924 0.01981
C -0.48867 -0.41446 -0.20173
C -0.33438 0.54048 0.98224
C 1.00194 1.26777 0.87207
C 1.12187 2.03239 -0.44642
C 0.85773 1.10926 -1.63757
C -0.47973 0.38759 -1.50409
H -1.29403 1.11719 -1.50699
H -0.62711 -0.28139 -2.35470
H 1.65918 0.37139 -1.67685
H 0.87690 1.68935 -2.56350
C 2.52019 2.66122 -0.55724
N 3.54517 1.64988 -0.77254
S 4.72920 1.47662 0.38960
O 5.88281 2.26837 0.05157
O 4.13322 1.67914 1.67407
C 5.21064 -0.24056 0.20791
C 6.54373 -0.54444 0.22368
C 7.00267 -1.87467 0.15715
C 6.12922 -2.92564 0.07926
C 4.75329 -2.64614 0.05719
N 3.74480 -3.51637 -0.02284
S 2.36068 -2.71343 -0.02007
N 2.94978 -1.22172 0.07492
C 4.28021 -1.28306 0.12059
H 6.46299 -3.94983 0.03581
H 8.06584 -2.05811 0.17428
H 7.24361 0.27392 0.28743
H 3.96455 1.67577 -1.68714
H 2.54248 3.39417 -1.36866
H 2.75504 3.17272 0.37931
H 0.39123 2.85044 -0.45589
H 1.81798 0.54887 0.92552
H 1.11866 1.96252 1.70522
H -1.14773 1.27199 0.99133
H -0.37502 -0.01786 1.91928
H 0.37676 -1.08289 -0.21049
```

The value obtained for the HOMO energy is -9.3 eV. The value obtained for the HOMO-LUMO gap is 8.3 eV. As for the energy above the lowest of the compared OMol25 structures with the same formula, charge and spin: 0.0 kcal per mole.

Atomic partial charges in e from the natural (NBO) method, atoms 1 to 2:
1 O -0.64
2 C 0.70

=====

The following is a quantum chemistry calculation of the molecule C20H28N4O4, from the OMol25 dataset.

```
56
C20H28N4O4 ωB97M-V/def2-TZVPD
C 1.25752 4.64316 -3.86311
C 2.52865 4.48001 -3.03754
C 3.03261 5.78754 -2.41889
C 2.05086 6.52343 -1.50349
C 1.90480 5.92655 -0.10369
N 1.31573 4.59203 -0.10248
C -0.02680 4.51532 -0.41438
O -0.71042 5.48761 -0.63504
N -0.55945 3.24881 -0.45682
C 0.13884 2.09708 -0.20142
C -0.46039 0.84328 -0.27771
C 0.27328 -0.29838 0.00091
C -0.44032 -1.60948 -0.11267
O -1.37123 -1.77158 -0.87684
N 0.03722 -2.59154 0.68853
C -0.60361 -3.88136 0.77147
C -1.56562 -3.94854 1.97929
N -2.30529 -5.17484 2.14272
C -3.24213 -5.47710 1.07559
C -4.14708 -6.61696 1.54765
O -3.39495 -7.76224 1.87654
C -2.45437 -7.46743 2.88099
C -1.50649 -6.34788 2.44290
C 1.62705 -0.19564 0.33460
C 2.22428 1.04323 0.40524
C 1.48847 2.19977 0.14979
C 2.13201 3.51712 0.22602
O 3.29001 3.67651 0.54781
H 1.01206 3.70750 -4.36131
H 0.41127 4.92428 -3.24117
H 1.39455 5.41026 -4.62224
H 2.36718 3.72851 -2.26357
H 3.32075 4.09750 -3.68680
H 3.29670 6.46347 -3.23627
H 3.94558 5.57491 -1.85775
H 2.41347 7.54423 -1.36466
H 1.06817 6.58805 -1.96845
H 1.25830 6.57536 0.49319
H 2.88068 5.83290 0.37584
H -1.53889 3.19186 -0.70261
H -1.49795 0.74323 -0.55895
H 0.70491 -2.36006 1.40636
H -1.16391 -4.01233 -0.15624
H 0.16483 -4.65480 0.85018
H -0.99400 -3.78436 2.89931
H -2.29170 -3.13628 1.87905
H -3.84142 -4.59041 0.86426
H -2.73107 -5.79347 0.15128
H -4.83539 -6.91982 0.75717
H -4.71853 -6.28215 2.42620
H -1.90471 -8.39161 3.06745
H -2.97396 -7.15599 3.79965
H -0.81548 -6.11362 3.25523
H -0.93094 -6.69655 1.56846
H 2.21785 -1.08248 0.50572
H 3.26850 1.15335 0.65473
```

The value obtained for the HOMO energy is -8.6 eV. The SMILES is CCCCCn1c(=O)[nH]c2cc(C(=O)NCCN3CCOCC3)ccc2c1=O. The value obtained for the HOMO-LUMO gap is 8.5 eV. As for the energy above the lowest of the compared OMol25 structures with the same formula, charge and spin: 3.8 kcal per mole.

Atomic partial charges in e from the natural (NBO) method, atoms 1 to 2:
1 C -0.61
2 C -0.39

=====

The following is a quantum chemistry calculation of the molecule C20H28N4O5S in a non-equilibrium geometry, from the OMol25 dataset.

```
58
C20H28N4O5S ωB97M-V/def2-TZVPD
C -6.13415 -1.97348 0.47182
O -5.76851 -0.61341 0.58073
C -4.54271 -0.16443 0.22246
C -4.38483 1.21552 0.36974
C -3.20190 1.85282 0.05482
C -2.15054 1.09095 -0.40860
S -0.60822 1.88306 -0.81495
O -0.83433 2.99293 -1.69131
O 0.30922 0.87024 -1.29989
N -0.17921 2.53328 0.67468
C 0.07890 1.55669 1.71246
C 1.35371 0.76080 1.44916
C 2.55356 1.66199 1.11756
C 3.64043 0.82616 0.43872
O 4.75130 0.67240 0.90620
N 3.25386 0.28816 -0.73657
C 4.16999 -0.38719 -1.62116
C 3.68297 -1.77736 -2.03071
C 3.77440 -2.81198 -0.90413
N 2.76710 -2.64161 0.10702
C 1.42477 -2.84571 -0.04988
C 0.86515 -2.62771 1.17565
N 1.82992 -2.29818 2.07292
C 2.95070 -2.31337 1.40520
C 2.20830 2.85188 0.20235
C 0.88702 3.51285 0.58806
C -2.26959 -0.27685 -0.56445
C -3.45856 -0.93002 -0.26345
O -3.62324 -2.27781 -0.41835
C -2.57562 -3.02482 -0.99287
H -6.09316 -2.32071 -0.56198
H -7.16303 -2.01515 0.82845
H -5.50607 -2.61233 1.09463
H -5.23452 1.76768 0.73775
H -3.08343 2.91783 0.15810
H -0.78129 0.88497 1.75909
H 0.14417 2.10141 2.65915
H 1.15286 0.08772 0.61780
H 1.59128 0.14608 2.31844
H 2.97205 2.05028 2.05154
H 2.31260 0.44664 -1.07719
H 4.30851 0.21682 -2.52692
H 5.12675 -0.45105 -1.09544
H 4.29838 -2.12623 -2.86144
H 2.65081 -1.70349 -2.37958
H 3.67069 -3.81679 -1.33137
H 4.75065 -2.74106 -0.41821
H 0.99910 -3.13312 -0.99017
H -0.16226 -2.68626 1.47742
H 3.91172 -2.08220 1.81856
H 2.11282 2.52172 -0.83265
H 3.01722 3.58354 0.24790
H 0.95800 4.01286 1.55832
H 0.59020 4.23915 -0.16999
H -1.40743 -0.81019 -0.92832
H -1.68040 -3.01628 -0.36484
H -2.32524 -2.65779 -1.99261
H -2.95649 -4.04269 -1.06445
```

The value obtained for the HOMO energy is -8.7 eV. The SMILES is COc1ccc(S(=O)(=O)N2CCC(C(=O)NCCCn3ccnc3)CC2)cc1OC. The value obtained for the HOMO-LUMO gap is 9.2 eV. As for the energy above the lowest of the compared OMol25 structures with the same formula, charge and spin: 70.1 kcal per mole.

Atomic partial charges in e from the natural (NBO) method, atoms 1 to 2:
1 C -0.24
2 O -0.49